Density functional theory data (ωB97M-V/def2-TZVPD) for the molecule C6H6ClN.

The relative energy (zero: lowest compared OMol25 entry of this formula, charge and spin) is 142.7 kJ/mol. The calculation puts the highest occupied orbital energy at -0.352 Ha. The value obtained for the energy is -20330.511 eV. Its largest force on an atom is 0.85 eV/Å.

Last columns: bonded neighbours and bond lengths (Å).
Element x y z (Å)
1 C 0.204 1.334 -0.496  C3 1.436, H9 1.093, C11 1.347
2 H 0.095 -1.087 1.750  C13 1.103
3 C -0.940 2.078 -0.047  C1 1.436, N10 1.157
4 C 1.747 -0.604 -0.521  H6 1.081, H8 1.081, C11 1.502, H14 1.071
5 Cl -2.612 -0.647 -0.734  C7 1.726
6 H 2.329 -0.930 0.330  C4 1.081
7 C -1.653 -1.026 0.651  Cl5 1.726, H12 1.078, C13 1.335
8 H 1.496 -1.494 -1.079  C4 1.081
9 H 0.914 1.873 -1.129  C1 1.093
10 N -1.848 2.706 0.296  C3 1.157
11 C 0.482 0.081 -0.088  C1 1.347, C4 1.502, C13 1.476
12 H -2.188 -1.625 1.371  C7 1.078
13 C -0.374 -0.691 0.835  H2 1.103, C7 1.335, C11 1.476
14 H 2.347 0.031 -1.139  C4 1.071

Atom charges from the natural (NBO) analysis, given in e for atoms 1 to 4:
1 C -0.3281
2 H 0.2337
3 C 0.2586
4 C -0.6340